Record 1
{"formula": "C7H8N2O2", "method": "wB97M-V/def2-TZVPD", "symbols": ["C", "C", "C", "C", "N", "H", "H", "H", "H", "H", "C", "C", "C", "O", "N", "O", "H", "H", "H"], "positions_angstrom": [[1.0795, 1.0554, -0.4032], [2.2450, 0.7281, -0.4037], [3.6360, 0.3461, -0.4373], [4.0512, -1.0794, -0.4086], [4.2045, -0.2443, 0.7723], [0.0546, 1.3087, -0.3502], [4.2797, 1.0215, -1.0106], [4.9249, -1.3570, -0.9874], [3.2832, -1.8519, -0.3243], [5.1646, 0.0527, 0.8814], [-2.2398, 2.1915, 0.3158], [-2.2157, 0.9888, 0.3498], [-2.1034, -0.4643, 0.4462], [-1.2584, -1.0255, 1.1155], [-2.9786, -1.1710, -0.3521], [-4.1810, -0.5526, -0.6791], [-2.2637, 3.2648, 0.2920], [-3.1227, -2.1343, -0.0584], [-4.1041, -0.3703, -1.6287]], "lowdin_charge": [0.14, -0.08, -0.35, -0.15, 0.02, -0.02, 0.14, 0.10, 0.11, 0.09, 0.15, -0.04, -0.49, 0.09, 0.00, -0.03, 0.05, 0.15, 0.11], "homo_lumo_gap_ev": 9.8254, "e_homo_ev": -9.3, "relative_energy_kcal_mol": 169.8}

---

Record 2
{"formula": "C16H10MnN6O3", "method": "wB97M-V/def2-TZVPD", "symbols": ["Mn", "O", "C", "N", "C", "O", "C", "C", "C", "C", "C", "N", "C", "C", "C", "C", "C", "N", "H", "H", "H", "H", "H", "H", "H", "H", "N", "C", "O", "C", "C", "N", "C", "N", "H", "H"], "positions_angstrom": [[0.4477, -0.3413, -0.3204], [0.1766, 3.7193, -1.1641], [0.3923, 2.5353, -1.0506], [-0.3096, 1.5752, -0.3800], [-1.5963, 1.7743, 0.0289], [-2.2240, 2.7990, 0.1612], [-2.2930, 0.4522, 0.3697], [-3.5258, 0.4763, 1.0002], [-4.1645, -0.7231, 1.2573], [-3.5640, -1.9102, 0.8643], [-2.3312, -1.8533, 0.2448], [-1.7036, -0.6974, -0.0003], [1.5808, 1.9436, -1.8179], [2.4842, 2.7959, -2.4337], [3.5340, 2.2456, -3.1438], [3.6528, 0.8645, -3.2244], [2.7128, 0.0834, -2.5817], [1.6912, 0.6108, -1.8995], [-3.9426, 1.4354, 1.2688], [-5.1199, -0.7322, 1.7644], [-4.0264, -2.8688, 1.0476], [-1.8124, -2.7579, -0.0456], [2.3269, 3.8592, -2.3330], [4.2586, 2.8870, -3.6276], [4.4597, 0.3928, -3.7656], [2.7750, -0.9973, -2.6025], [0.7129, -3.1853, 1.3618], [1.0983, -1.8896, 1.6011], [1.8836, -1.3627, 0.7140], [0.5182, -1.1482, 2.6248], [0.9033, 0.2047, 2.8349], [1.2046, 1.3090, 2.9603], [-0.4886, -1.7610, 3.4261], [-1.3252, -2.3338, 3.9745], [1.3579, -3.7020, 0.7860], [0.2558, -3.6993, 2.1000]], "lowdin_charge": [1.01, 0.11, -0.43, 0.03, -0.44, 0.11, -0.17, 0.02, -0.03, -0.04, -0.12, 0.03, -0.16, 0.02, -0.03, -0.05, -0.11, 0.03, 0.13, 0.12, 0.11, 0.11, 0.12, 0.11, 0.11, 0.11, 0.17, -0.55, -0.14, -0.23, -0.23, 0.16, -0.23, 0.15, 0.11, 0.10], "homo_lumo_gap_ev": [8.1773, 8.2015], "e_homo_ev": [-8.6, -8.7], "spin_multiplicity": 6, "s_squared": 8.756}

---

Record 3
{"formula": "C6H10O", "method": "wB97M-V/def2-TZVPD", "symbols": ["C", "C", "C", "C", "O", "C", "C", "H", "H", "H", "H", "H", "H", "H", "H", "H", "H"], "positions_angstrom": [[1.0352, 1.8903, -0.3782], [0.5348, 0.4946, -0.1733], [1.1815, -0.5694, -0.6300], [0.6241, -1.8146, -0.0658], [-0.1506, -1.3882, 1.0491], [-0.5397, 0.0454, 0.7939], [-1.9940, -0.1349, 0.3783], [0.3763, 2.5269, -0.9734], [1.2009, 2.3803, 0.5899], [2.0071, 1.8332, -0.8811], [1.9646, -0.5890, -1.3734], [1.3758, -2.5794, 0.1915], [0.0341, -2.1857, -0.9204], [-0.5320, 0.7502, 1.6581], [-2.5757, 0.7767, 0.2178], [-2.0302, -0.7636, -0.5139], [-2.4526, -0.6957, 1.2017]], "lowdin_charge": [-0.05, -0.25, -0.04, -0.21, -0.12, -0.28, -0.04, 0.08, 0.08, 0.08, 0.12, 0.13, 0.12, 0.15, 0.08, 0.08, 0.09], "homo_lumo_gap_ev": 9.8377, "e_homo_ev": -8.9, "relative_energy_kcal_mol": 21.9}